Density functional theory data (ωB97M-V with the def2-TZVPD basis set) for a structure of composition C30H24IN3PPdS2 at a distorted geometry.

ORCA input file:
```
! wB97M-V def2-TZVPD RIJCOSX def2/J DEFGRID3
* xyz 1 3
Pd 0.99 -0.26 1.62
C 4.04 -4.74 2.10
S 2.25 -4.91 1.85
C 1.68 -3.28 2.06
S 2.75 -1.95 1.85
N 0.43 -3.18 2.41
N -0.09 -1.98 2.52
C -1.17 -1.74 3.19
C -1.65 -0.39 3.29
C -2.87 -0.09 3.92
C -3.28 1.22 4.01
C -2.47 2.22 3.46
C -1.28 1.85 2.86
N -0.87 0.59 2.78
H 4.50 -5.61 1.65
H 4.23 -4.73 3.17
H 4.41 -3.84 1.63
H -1.71 -2.54 3.69
H -3.44 -0.90 4.35
H -4.21 1.47 4.49
H -2.76 3.25 3.49
H -0.61 2.59 2.44
I 2.45 2.06 1.32
C 2.06 3.08 -0.57
C 2.78 4.25 -0.65
C 2.70 5.09 -1.76
C 1.88 4.74 -2.80
C 1.14 3.54 -2.75
C 0.30 3.25 -3.85
C -0.44 2.11 -3.90
C -0.36 1.22 -2.83
C 0.42 1.47 -1.72
P 0.19 0.09 -0.52
C 0.74 -1.35 -1.47
C -0.09 -2.19 -2.20
C 0.44 -3.29 -2.84
C 1.79 -3.56 -2.77
C 2.63 -2.72 -2.06
C 2.11 -1.62 -1.41
C -1.60 0.05 -0.31
C -2.22 -1.15 0.06
C -3.56 -1.16 0.37
C -4.30 0.01 0.34
C -3.68 1.21 0.01
C -2.34 1.23 -0.31
C 1.21 2.65 -1.63
H 3.41 4.54 0.17
H 3.28 6.00 -1.79
H 1.79 5.36 -3.68
H 0.26 3.97 -4.66
H -1.08 1.89 -4.74
H -0.94 0.31 -2.88
H -1.15 -1.98 -2.26
H -0.22 -3.95 -3.39
H 2.19 -4.44 -3.26
H 3.69 -2.93 -2.00
H 2.77 -0.96 -0.84
H -1.63 -2.06 0.11
H -4.04 -2.10 0.63
H -5.35 0.00 0.58
H -4.25 2.12 0.01
H -1.86 2.17 -0.56
*
```

Summary:
Total energy ... -78503.603 eV
Orbital gap (spin up / spin down) ... 7.05 / 6.00 eV
ΔE to the lowest compared entry with this formula, charge and spin ... 14.29 kJ/mol
Expectation value of S² ... 2.011